No. 1
Computed, not measured: an isolated ion of composition C9H10BrN2O and charge +1 at a distorted geometry, with ωB97M-V/def2-TZVPD.

```
23
Properties=species:S:1:pos:R:3:forces:R:3:nbo_charge:R:1
C -0.75425 1.48313 -0.63667 2.279 0.783 0.487 -0.155
C 1.49356 0.59219 -0.32852 -0.862 -1.023 0.462 -0.207
C -0.19265 2.72296 -1.02748 -0.039 -2.896 0.047 -0.222
C 2.02264 1.73656 -0.78300 3.317 2.112 -1.496 -0.230
C 0.11040 0.44785 -0.23393 -1.149 -0.740 -0.105 -0.130
C 1.16864 2.74646 -1.17564 0.894 2.706 -0.389 -0.008
C -0.31598 -2.02762 2.19663 0.334 1.562 -2.784 0.353
C -0.51291 -0.86095 0.24715 -0.525 -2.260 -2.535 0.419
C -1.05586 -2.03220 -1.07970 -2.173 5.125 2.136 -0.577
N -1.46063 -1.39855 2.27257 0.086 -0.406 0.188 -0.224
N 0.30331 -1.76650 1.07484 0.494 0.779 0.387 -0.519
O -1.57414 -0.58376 1.16427 -0.773 0.813 -0.211 -0.328
Br 1.97708 4.41680 -1.86368 -0.568 -1.226 0.475 0.060
H -1.80483 1.47530 -0.58180 -1.127 -0.613 0.179 0.233
H 2.20079 -0.16303 -0.08609 0.202 -0.857 0.377 0.209
H -0.88096 3.45893 -1.31715 -0.330 1.268 -0.341 0.247
H 3.19247 1.90660 -0.94421 -2.853 -0.563 0.530 0.263
H 0.11270 -2.69980 2.81462 0.847 -1.826 2.686 0.246
H -1.14717 -2.94162 -0.59474 0.324 -1.921 0.703 0.202
H -0.31981 -1.88362 -1.82320 0.529 -0.295 -0.891 0.226
H -2.13741 -1.71897 -1.37718 2.139 -0.270 0.218 0.240
H -1.71968 -0.94608 3.13937 -0.517 -0.039 0.087 0.443
H 1.29467 -1.96411 0.94356 -0.530 -0.213 -0.212 0.459
```
Forces are in eV/Å.

The SMILES is C[C@]1(c2ccc(Br)cc2)[NH+]=CNO1. Its energy above the lowest of the compared OMol25 structures with the same formula, charge and spin is 0.0 kcal/mol. The LUMO energy is -4.08 eV. Its charge is +1.



No. 2
Computed, not measured: an isolated ion of composition C3H4NO and charge +1 at a distorted geometry, with ωB97M-V/def2-TZVPD.

```
9
Properties=species:S:1:pos:R:3:forces:R:3:nbo_charge:R:1
C 1.09210 -0.63299 -0.18854 -0.120 -0.622 0.052 -0.090
C -0.28498 -1.09360 0.17263 1.447 0.323 -0.606 0.449
C -0.41771 1.09398 0.07177 5.158 0.572 -0.777 -0.003
N 1.13076 0.60990 -0.38904 -3.716 2.777 1.468 -0.161
O -1.09130 -0.07953 0.17652 -0.232 -4.048 1.518 -0.292
H 2.04398 -1.17344 -0.33828 -0.996 -0.411 0.196 0.282
H -0.45422 -2.20040 0.35245 -1.080 1.637 -0.127 0.283
H -0.40322 1.77370 0.93406 0.426 -1.100 0.801 0.280
H -0.87929 1.74936 -0.57480 -0.886 0.873 -2.525 0.253
```
Forces are in eV/Å.

Its energy above the lowest of the compared OMol25 structures with the same formula, charge and spin is 47.1 kcal/mol. The LUMO energy is -7.49 eV. Its charge is +1.



No. 3
Computed, not measured: a 2-piece molecular cluster, C3H11N2O2 overall at a distorted geometry, with ωB97M-V/def2-TZVPD.

```
18
Properties=species:S:1:pos:R:3:forces:R:3:nbo_charge:R:1
N 1.03770 1.79452 1.06059 -3.702 -0.088 2.563 -0.623
C -0.23540 1.05633 1.08172 2.483 0.295 2.631 -0.273
C 0.00390 -0.23873 0.29273 0.532 -2.356 -0.391 0.166
N -1.10595 -1.20092 0.69934 1.755 -0.897 -3.847 -0.326
C -0.97322 -2.47688 -0.12390 -0.749 0.323 0.323 -0.471
O 0.01883 -0.05512 -1.04736 -0.794 -1.096 2.906 -0.320
H 1.28669 1.82801 0.14251 1.678 0.972 -3.203 0.387
H 0.93046 -0.87504 0.70332 -1.045 1.725 -0.990 0.313
H 0.94709 2.71039 1.52272 0.535 -0.612 -0.208 0.410
H -0.43687 0.76008 2.14944 -0.125 0.517 -0.937 0.242
H -1.12540 1.55032 0.64411 0.331 -0.195 -0.072 0.271
H -1.96355 -0.74062 0.52605 -1.596 0.428 -0.346 0.379
H -0.23189 -3.11273 0.43389 -0.449 0.423 -0.967 0.253
H -0.60953 -2.19962 -1.27309 -0.605 -0.477 2.879 0.300
H -1.99216 -2.97881 -0.15941 1.454 0.569 -0.004 0.258
H 0.99440 0.97032 -1.75303 1.219 2.009 -0.369 0.465
H 1.81706 1.47219 -2.91565 0.285 0.730 0.724 0.489
O 1.63784 1.73631 -1.98397 -1.206 -2.270 -0.693 -0.920
```
Forces are in eV/Å.

Its energy above the lowest of the compared OMol25 structures with the same formula, charge and spin is 215.4 kcal/mol. The LUMO energy is -10.05 eV. Its charge is +1.



The records above yield Kohn-Sham gap values of 8.1, 9.4, 4.6 eV, respectively.